(1)
C28H37NO5PS2V as an isolated structure in a non-equilibrium geometry, computed with the ωB97M-V functional and the def2-TZVPD basis.

```
75
Properties=species:S:1:pos:R:3
V -16.19376 -11.55966 1.01019
O -12.85499 -9.66027 0.59593
C -13.66986 -10.14005 1.36002
O -14.92238 -10.18700 1.03762
C -13.53780 -10.42213 2.80164
C -12.78596 -9.59293 3.64380
C -13.05157 -9.32344 4.94676
C -14.18590 -9.95996 5.51266
C -14.93577 -10.78820 4.70347
C -14.58380 -11.17580 3.38471
S -15.59155 -12.56540 2.91321
H -11.97287 -9.01005 3.16729
H -12.38638 -8.68651 5.50519
H -14.49229 -9.87782 6.55340
H -15.77991 -11.37103 5.16147
C -17.48423 -12.57294 -2.38369
C -16.71972 -13.33556 -1.26175
O -16.02233 -12.58246 -0.49652
H -18.55124 -12.35170 -2.10912
H -17.48827 -13.23267 -3.27674
H -16.97362 -11.59320 -2.62603
C -19.05787 -15.37080 0.80022
C -18.27080 -15.79720 2.03543
O -16.85487 -15.76107 1.68846
C -16.03171 -16.64197 2.41907
C -14.67782 -16.51813 1.75135
H -18.32945 -15.01026 0.05123
H -19.81416 -14.55988 0.99963
H -19.54437 -16.22763 0.33642
H -18.59410 -16.80566 2.42866
H -18.41841 -15.10261 2.88757
H -16.42390 -17.66053 2.30944
H -16.01922 -16.40504 3.49480
H -14.66492 -16.92826 0.72858
H -13.84296 -17.00438 2.29838
H -14.46908 -15.45076 1.57102
N -16.86834 -14.68762 -1.22619
S -13.13707 -14.86950 -1.95865
C -12.98082 -15.98568 -3.25121
C -11.85529 -16.00525 -4.08998
C -11.57196 -17.14533 -4.81228
C -12.37170 -18.27461 -4.71309
C -13.51649 -18.26986 -3.92489
C -13.77189 -17.14373 -3.19417
C -13.23148 -13.37682 -2.81140
C -12.91397 -12.23841 -2.06536
C -12.84562 -10.98467 -2.67657
C -13.27150 -10.80572 -4.02900
C -13.62631 -11.94894 -4.73446
C -13.48895 -13.22090 -4.18848
H -17.48776 -14.87615 -1.98835
H -11.09238 -15.19970 -4.15753
H -10.83434 -17.12218 -5.56338
H -12.14612 -19.13544 -5.32254
H -14.24458 -19.05143 -3.94189
H -14.67293 -17.07505 -2.57854
H -12.56236 -12.35471 -1.03387
H -12.39557 -10.17218 -2.08130
H -13.19365 -9.84473 -4.55733
H -14.18808 -11.95390 -5.70514
H -13.59421 -14.10044 -4.83215
C -19.51585 -11.35881 3.70309
P -19.24256 -10.42941 2.12166
C -20.30114 -11.05013 0.80691
C -19.83278 -8.74075 2.37103
O -17.76589 -10.66789 1.76074
H -18.53317 -11.83081 3.84795
H -20.21455 -12.14771 3.57647
H -19.72934 -10.73772 4.55020
H -21.30174 -10.66432 1.01302
H -20.40509 -12.11397 0.96738
H -19.90748 -10.79689 -0.20607
H -20.94126 -8.68676 2.43114
H -19.64180 -8.21733 1.42518
H -19.37398 -8.27493 3.25395
```

Computed properties:
Energy relative to the best compared isomer or geometry (same formula, charge and spin): 14.6 kcal/mol
LUMO (spin up / spin down): -5.62 / -4.62 eV
Calculated total energy: -98004.184 eV
HOMO-LUMO gap (spin up / spin down): 3.72 / 4.72 eV
Total charge: +1
Multiplicity: 2



(2)
C28H38As3Cl4N5O2Pt as an isolated structure, computed with the ωB97M-V functional and the def2-TZVPD basis.

```
81
Properties=species:S:1:pos:R:3
Pt -0.48439 -0.32195 0.35944
C 3.23925 -0.09429 1.32225
As 1.80785 -0.35261 0.02686
C 2.28894 1.01419 -1.26476
C 2.25732 -1.92487 -1.03801
C 2.15229 -3.33345 -0.41692
C 2.81336 -4.28290 -1.42763
C 0.69350 -3.78472 -0.24470
As -0.56959 -2.62452 0.70145
C -2.26491 -3.42687 0.27442
C -0.41471 -2.99032 2.59197
C 2.90591 -3.38401 0.91985
As 3.40874 -5.17727 1.62253
C 4.73183 -4.47125 2.88827
C 2.00859 -5.48084 2.96307
H 3.06811 -0.65113 2.23926
H 3.29480 0.96888 1.55346
H 4.17915 -0.40998 0.86950
H 3.29698 0.84427 -1.64298
H 2.23376 1.99539 -0.79487
H 1.56947 0.97728 -2.08070
H 3.26123 -1.79214 -1.45083
H 1.54407 -1.83361 -1.86346
H 2.40696 -4.11237 -2.42659
H 2.64835 -5.32843 -1.16706
H 3.89204 -4.11361 -1.46488
H 0.66995 -4.74960 0.27152
H 0.23721 -3.93843 -1.22668
H -2.24412 -4.47405 0.57775
H -2.46131 -3.33195 -0.79063
H -3.04142 -2.88703 0.81329
H -0.47170 -4.05751 2.79693
H -1.25065 -2.46742 3.05818
H 0.50812 -2.57476 2.99006
H 2.37785 -2.82476 1.69782
H 3.87842 -2.89945 0.78483
H 5.60141 -4.10488 2.34387
H 5.05467 -5.27222 3.55203
H 4.31209 -3.66155 3.48676
H 1.09151 -5.83503 2.49412
H 1.80066 -4.58517 3.54693
H 2.36530 -6.26389 3.63234
Cl -7.42219 0.20342 0.11945
C -5.80734 0.29460 0.73208
C -5.54090 0.86318 1.96105
Cl -6.83125 1.54057 2.89682
C -4.22896 0.89533 2.45199
Cl -3.87888 1.62233 3.98824
C -3.14480 0.33591 1.75693
O -1.94390 0.29762 2.21848
C -3.43174 -0.16473 0.44223
O -2.42844 -0.59508 -0.32725
C -4.73359 -0.21420 -0.01870
Cl -5.00447 -0.89875 -1.59253
C -2.19817 2.02905 -1.80203
C -1.51001 2.46933 -0.56263
N -0.67591 1.76994 0.18386
C -0.24328 2.58165 1.20898
C -0.81483 3.79884 1.07487
N -1.62271 3.71735 -0.04262
C -2.34574 4.82222 -0.63103
N -1.87143 5.10701 -1.96123
N -2.73572 5.08499 -3.00421
N -2.09661 5.23819 -4.09424
C -0.75245 5.34184 -3.80161
C 0.35221 5.49597 -4.64345
C 1.59068 5.54314 -4.04884
C 1.73971 5.44042 -2.64987
C 0.66223 5.29115 -1.80652
C -0.59421 5.24727 -2.41933
H -2.24834 0.94232 -1.81502
H -1.65728 2.38545 -2.68300
H -3.21178 2.42750 -1.84679
H 0.39125 2.20751 1.99190
H -0.76502 4.68762 1.67829
H -2.20554 5.68183 0.02367
H -3.40961 4.60705 -0.71772
H 0.22413 5.57273 -5.71408
H 2.47545 5.65989 -4.66002
H 2.73580 5.48204 -2.22842
H 0.78670 5.20632 -0.73574
```

Computed properties:
Energy relative to the best compared isomer or geometry (same formula, charge and spin): 5.1 kcal/mol
LUMO: 0.04 eV
Calculated total energy: -277050.451 eV
HOMO-LUMO gap: 6.20 eV



(3)
C28H38As3F5LuN6O4S as an isolated structure in a non-equilibrium geometry, computed with the ωB97M-V functional and the def2-TZVPD basis.

```
86
Properties=species:S:1:pos:R:3
Lu 1.62807 0.24240 -1.79048
C -0.08154 -3.88668 0.27150
As -1.78605 -2.99533 -0.33696
C -2.55914 -4.48168 -1.36324
C -2.97762 -3.29634 1.39429
C -4.08578 -2.24769 1.67663
C -4.96940 -2.13579 0.41335
C -3.42024 -0.89691 2.09982
As -1.98706 -0.08896 0.96638
C -2.65415 1.77008 1.02728
C -0.67257 0.41044 2.37467
C -4.89845 -2.84749 2.85469
As -6.46326 -2.14206 3.92178
C -5.46529 -1.06090 5.31929
C -7.08222 -0.55928 2.91286
H 0.01146 -4.95978 0.02254
H 0.01438 -3.68986 1.32610
H 0.74957 -3.33338 -0.21213
H -2.62831 -5.39846 -0.74435
H -1.96975 -4.68321 -2.22046
H -3.54824 -4.19312 -1.81737
H -2.29415 -3.50285 2.16720
H -3.53934 -4.22822 1.15654
H -4.45810 -1.65941 -0.44051
H -5.84252 -1.48147 0.69123
H -5.30960 -3.13307 0.09302
H -2.90161 -1.06584 3.05817
H -4.19417 -0.11611 2.17482
H -3.20833 1.94204 1.98168
H -3.24772 1.95137 0.12351
H -1.83045 2.49957 1.05925
H -1.25337 0.47137 3.30152
H -0.20060 1.37968 2.14518
H 0.09681 -0.33874 2.37525
H -4.34693 -2.91788 3.77534
H -5.21087 -3.86817 2.56946
H -5.95204 -1.40106 6.22888
H -5.61093 0.04396 5.10627
H -4.37701 -1.24180 5.22411
H -7.45157 -0.91089 1.92295
H -6.26437 0.15717 2.77660
H -7.84797 0.04343 3.42158
N -0.73262 1.34978 -2.93311
N -0.67335 1.06979 -4.35060
C 0.01845 -0.07824 -4.73163
N -0.05538 -0.42880 -6.06877
N 0.91782 -0.45790 -3.79436
N 1.77213 -1.52146 -3.94985
O 1.75031 -2.28732 -4.91736
O 2.50897 -1.69750 -2.88445
H -1.48257 0.82291 -2.52611
H -0.82175 2.39328 -2.84913
H -1.61442 1.19569 -4.74713
H -0.82886 0.02609 -6.56067
H 0.31747 -1.30778 -6.44969
O 2.32161 -0.97550 2.00387
C 2.41103 -0.57437 0.84789
O 1.45421 -0.66630 -0.03788
C 3.61265 0.10784 0.31364
C 4.72489 0.41203 1.08192
C 5.88047 0.94637 0.50203
C 5.80140 1.39468 -0.87934
C 6.79354 2.18450 -1.51831
C 6.48652 2.79539 -2.70176
C 5.37919 2.34125 -3.48704
C 4.52917 1.40623 -2.96591
C 4.60484 1.04973 -1.61014
N 3.57749 0.42144 -0.97528
H 4.70059 0.14814 2.10097
H 6.84926 1.07237 1.02134
H 7.69419 2.42950 -0.97847
H 7.07546 3.65055 -3.05371
H 5.33192 2.67542 -4.53663
H 3.67461 1.08167 -3.60820
F 6.32906 4.02809 1.69016
C 5.09994 4.01063 1.17707
C 4.87084 4.65832 -0.08195
F 5.82812 5.47775 -0.54942
C 3.69842 4.48728 -0.72012
F 3.46376 5.14410 -1.89894
C 2.68930 3.62165 -0.17162
S 1.44714 3.00467 -1.20100
C 2.80845 3.30803 1.21014
F 1.76800 2.61825 1.80730
C 3.99864 3.49809 1.85827
F 4.10953 3.01456 3.11577
```

Computed properties:
Energy relative to the best compared isomer or geometry (same formula, charge and spin): 7.6 kcal/mol
LUMO: -5.13 eV
Calculated total energy: -287332.325 eV
HOMO-LUMO gap: 4.36 eV
Total charge: +1